1.
C6H38N2O11 | ωB97M-V/def2-TZVPD

SMILES: CCNCCCCN.O.O.O.O.O.O.O.O.O.O.O
Energy above the lowest of the compared OMol25 structures with the same formula, charge and spin, kcal/mol: 19.1
Orbital gap, eV: 8.32

```
57
C6H38N2O11 (ωB97M-V/def2-TZVPD)
C -1.553 3.527 -0.399
C -0.491 2.536 0.035
N -1.054 1.179 0.027
C -0.051 0.116 -0.126
C -0.727 -1.252 -0.196
C -0.957 -1.769 -1.614
C 0.310 -1.928 -2.476
N 1.497 -2.420 -1.785
H -1.853 3.363 -1.431
H -1.184 4.553 -0.328
H -2.440 3.477 0.231
H 0.370 2.604 -0.636
H -0.143 2.781 1.036
H -1.741 1.068 -0.721
H 0.544 0.299 -1.023
H 0.640 0.177 0.723
H -1.665 -1.210 0.356
H -0.134 -1.974 0.359
H -1.658 -1.119 -2.128
H -1.431 -2.748 -1.539
H 0.090 -2.644 -3.253
H 0.574 -0.982 -2.941
H 1.310 -3.278 -1.262
H 1.883 -1.726 -1.173
O 3.361 1.377 -0.922
H 3.002 2.070 -0.317
H 2.821 1.402 -1.716
O 0.619 -2.991 2.846
H -0.063 -3.638 3.051
H 0.173 -2.117 2.767
O 2.173 0.400 2.682
H 2.492 0.172 3.580
H 2.708 -0.121 2.034
O -0.621 1.327 -3.406
H -0.192 1.204 -2.556
H -1.581 1.164 -3.233
O 2.320 -3.337 0.663
H 2.782 -2.477 0.660
H 1.749 -3.308 1.459
O -4.585 -0.317 -0.363
H -4.181 -0.008 0.502
H -4.676 -1.268 -0.285
O 3.533 -0.743 0.685
H 4.475 -0.873 0.796
H 3.449 -0.005 0.045
O -3.233 0.661 1.873
H -2.448 0.998 1.390
H -2.930 0.196 2.644
O 2.406 3.124 0.955
H 2.410 2.473 1.699
H 3.077 3.764 1.175
O -0.479 -0.487 2.544
H -0.757 -0.179 1.682
H 0.404 -0.073 2.682
O -3.236 0.758 -2.442
H -3.698 0.286 -1.713
H -3.896 1.337 -2.843
```

---

2.
C35H50NOPPt | ωB97M-V/def2-TZVPD

Energy above the lowest of the compared OMol25 structures with the same formula, charge and spin, kcal/mol: 5.1
Charge: -2
Orbital gap, eV: 3.53

```
89
C35H50NOPPt (ωB97M-V/def2-TZVPD)
Pt 0.183 -0.599 0.116
C -2.977 0.526 -0.699
C -2.812 0.693 0.810
C -3.710 1.814 1.327
P -1.030 0.853 1.222
C -0.995 1.102 3.060
C -1.878 0.143 3.852
C 0.462 1.036 3.517
C -0.421 2.460 0.635
C -0.861 3.692 1.109
C -0.278 4.897 0.742
C -0.791 6.218 1.254
C 0.820 4.823 -0.120
C 1.288 3.627 -0.616
C 0.662 2.386 -0.291
N 1.039 1.194 -0.790
C 2.218 1.134 -1.561
C 3.416 0.688 -0.983
C 3.463 0.336 0.476
C 4.558 0.583 -1.767
C 4.557 0.914 -3.116
C 5.792 0.731 -3.960
C 3.376 1.391 -3.665
C 2.213 1.514 -2.911
C 0.970 2.092 -3.531
H -4.041 0.430 -0.937
H -2.469 -0.375 -1.040
H -2.573 1.390 -1.239
H -3.112 -0.255 1.277
H -3.542 2.737 0.766
H -3.561 2.027 2.388
H -4.755 1.520 1.193
H -1.358 2.122 3.223
H -1.603 -0.898 3.692
H -2.930 0.219 3.576
H -1.788 0.365 4.922
H 0.870 0.040 3.332
H 0.536 1.250 4.588
H 1.081 1.755 2.975
H -1.687 3.716 1.814
H -1.543 6.065 2.031
H -1.259 6.815 0.463
H 0.009 6.828 1.685
H 1.330 5.740 -0.407
H 2.154 3.620 -1.267
H 2.666 -0.368 0.726
H 3.302 1.224 1.095
H 4.428 -0.102 0.737
H 5.475 0.221 -1.309
H 6.699 0.948 -3.391
H 5.775 1.389 -4.832
H 5.874 -0.296 -4.326
H 3.354 1.682 -4.713
H 1.173 2.432 -4.549
H 0.599 2.938 -2.949
H 0.170 1.355 -3.560
C 0.168 -4.176 2.712
C -0.346 -3.616 1.398
C 0.178 -4.459 0.263
C -0.517 -2.105 1.340
C -1.755 -3.042 1.351
C -2.640 -3.126 2.559
C -3.950 -2.743 2.500
C -4.604 -2.429 1.285
C -3.896 -2.800 0.109
C -2.588 -3.182 0.115
H 1.264 -4.228 2.687
H -0.211 -5.191 2.890
H -0.114 -3.560 3.566
H 1.273 -4.440 0.249
H -0.161 -4.131 -0.710
H -0.145 -5.501 0.395
H -0.367 -1.748 2.364
H -2.218 -3.431 3.512
H -4.523 -2.728 3.429
H -5.665 -2.209 1.257
H -4.430 -2.826 -0.841
H -2.129 -3.513 -0.809
C 1.556 -3.358 -2.917
C 0.625 -2.327 -2.278
C 0.157 -1.321 -3.337
O 1.288 -1.728 -1.224
H 1.091 -3.850 -3.779
H 1.834 -4.117 -2.183
H 2.467 -2.850 -3.247
H -0.292 -2.845 -1.955
H 0.999 -0.966 -3.942
H -0.298 -0.469 -2.830
H -0.591 -1.765 -4.004
```

---

3.
C7H8Cl2O2S | ωB97M-V/def2-TZVPD

SMILES: O=S1(=O)[C@@H]2[C@@H](Cl)[C@H]3C[C@@H]([C@@H]2Cl)[C@H]31
Energy above the lowest of the compared OMol25 structures with the same formula, charge and spin, kcal/mol: 0.0
Orbital gap, eV: 10.88

```
20
C7H8Cl2O2S (ωB97M-V/def2-TZVPD)
O 1.351 -1.585 2.142
S 1.066 -0.282 1.581
O 1.445 0.892 2.408
C 1.345 -0.047 -0.166
C 0.681 1.310 -0.393
Cl 0.723 1.779 -2.112
C -0.744 1.094 0.167
C -1.611 0.227 -0.719
C -0.896 -1.019 -0.211
C 0.504 -1.137 -0.905
Cl 1.215 -2.726 -0.705
C -0.672 -0.183 1.067
H 2.385 0.002 -0.458
H 1.180 2.119 0.169
H -1.233 2.013 0.526
H -1.597 0.354 -1.800
H -2.676 0.377 -0.397
H -1.503 -1.922 -0.084
H 0.475 -0.974 -1.976
H -1.439 -0.294 1.867
```

---

Q: Which value of orbital gap does entry 3 give?
A: 10.88 eV